The following is a quantum chemistry calculation of a molecular structure, C8H14N4S, from OMol25.

```
27
Properties=species:S:1:pos:R:3
C 0.723 2.873 3.269
C 0.426 1.174 1.068
C -0.390 0.062 -0.619
C -0.558 -0.934 -1.586
C -1.924 -1.087 -2.287
C -1.901 -2.681 -2.543
C -0.650 -3.082 -1.917
C 2.206 -0.047 -0.288
H 1.273 3.273 4.246
H 0.203 3.646 2.513
H -0.162 2.122 3.499
H 0.098 -0.806 -2.426
H -1.858 -0.429 -3.261
H -2.901 -0.406 -1.720
H -1.834 -3.052 -3.564
H -2.927 -3.011 -2.149
H -0.698 -4.127 -1.681
H -0.010 -3.314 -2.809
H -1.162 -2.254 -0.036
H 3.165 0.569 0.519
H 2.374 0.173 -1.587
H 2.212 -1.342 -0.242
N -0.919 1.271 1.208
N -1.487 0.437 0.155
N -0.259 -2.131 -0.829
N 0.844 0.465 0.040
S 1.710 1.937 2.131
```

Properties
Energy relative to the best compared isomer or geometry (same formula, charge and spin), eV: 6.432
Frontier orbital gap, eV: 8.91
Energy, a.u.: -930.19028
LUMO energy, eV: 0.61